Entry from the OMol25 dataset: a structure of composition C48H43N8O3PRuS2 (ωB97M-V/def2-TZVPD).

Geometry as XYZ:
```
106
C48H43N8O3PRuS2, DFT ωB97M-V/def2-TZVPD
Ru -0.348 0.592 0.969
N -2.179 1.384 -0.762
C -3.326 0.563 -0.973
C -4.443 1.012 -1.673
C -5.477 0.143 -1.973
C -5.409 -1.190 -1.582
C -4.326 -1.633 -0.846
C -3.294 -0.755 -0.516
P -1.921 -1.289 0.554
C -1.304 -2.751 -0.339
C -0.563 -2.465 -1.483
C -0.086 -3.487 -2.284
C -0.334 -4.807 -1.931
C -1.067 -5.096 -0.789
C -1.560 -4.073 0.010
C -2.772 -1.905 2.041
C -2.043 -2.681 2.945
C -2.615 -3.098 4.134
C -3.912 -2.718 4.452
C -4.632 -1.920 3.576
C -4.069 -1.515 2.374
H -2.414 2.370 -0.785
H -1.543 1.214 -1.547
H -4.479 2.043 -2.006
H -6.329 0.499 -2.536
H -6.203 -1.876 -1.843
H -4.276 -2.662 -0.509
H -0.368 -1.440 -1.751
H 0.484 -3.242 -3.171
H 0.036 -5.613 -2.553
H -1.264 -6.127 -0.521
H -2.138 -4.306 0.895
H -1.023 -2.962 2.707
H -2.053 -3.721 4.817
H -4.363 -3.044 5.380
H -5.641 -1.614 3.822
H -4.645 -0.910 1.685
N -2.217 1.499 2.393
C -2.478 2.862 2.736
C -3.771 3.360 2.640
C -4.064 4.652 3.048
C -3.065 5.462 3.560
C -1.765 4.986 3.623
C -1.453 3.699 3.199
C -0.043 3.232 3.285
C 0.530 3.008 4.535
C 1.862 2.622 4.658
C 2.637 2.480 3.515
C 2.092 2.734 2.266
C 0.751 3.084 2.137
H -3.066 1.058 2.061
H -1.880 0.972 3.195
H -4.561 2.721 2.259
H -5.081 5.015 2.988
H -3.296 6.459 3.909
H -0.969 5.623 3.990
H -0.077 3.167 5.418
H 2.287 2.449 5.638
H 3.683 2.213 3.595
H 2.722 2.712 1.392
C 3.905 0.791 -0.148
C 3.107 -0.418 0.198
N 1.981 -0.495 0.892
C 1.699 -1.842 1.015
C 2.644 -2.577 0.385
N 3.533 -1.671 -0.134
C 4.698 -2.027 -0.931
N 4.478 -1.923 -2.345
N 4.821 -0.812 -3.041
N 4.497 -0.957 -4.261
C 3.922 -2.197 -4.428
C 3.425 -2.845 -5.560
C 2.934 -4.120 -5.393
C 2.932 -4.754 -4.137
C 3.415 -4.129 -3.009
C 3.908 -2.837 -3.181
H 3.254 1.644 -0.294
H 4.445 0.643 -1.078
H 4.621 1.025 0.645
H 0.827 -2.194 1.542
H 2.752 -3.640 0.251
H 4.942 -3.062 -0.704
H 5.541 -1.395 -0.661
H 3.441 -2.360 -6.526
H 2.540 -4.656 -6.246
H 2.543 -5.762 -4.061
H 3.408 -4.617 -2.042
O 1.910 -0.131 -2.423
S 1.013 0.992 -2.363
O -0.264 0.789 -3.030
N 0.721 1.457 -0.808
C 0.929 2.805 -0.676
S 0.063 3.669 0.582
C 1.521 3.438 -1.804
C 1.929 4.768 -1.983
C 2.526 5.123 -3.177
C 2.730 4.195 -4.202
C 2.322 2.877 -4.046
C 1.733 2.523 -2.852
H 1.773 5.494 -1.195
H 2.844 6.147 -3.325
H 3.203 4.507 -5.122
H 2.466 2.144 -4.830
O 0.125 -0.209 3.378
H 0.783 -0.907 3.275
H 0.583 0.518 3.827
```

Properties
frontier orbital gap (alpha / beta): 0.2514 / 0.2646 Eh
multiplicity: 6
total charge: +1
HOMO (alpha / beta): -8.6 / -10.7 eV